Entry 1:
Entry from the OMol25 dataset: a molecular structure, C5H5NOS2 at a distorted geometry (ωB97M-V with the def2-TZVPD basis set).

```
14
Properties=species:S:1:pos:R:3:forces:R:3
C 0.907 -0.803 -0.039 0.70 0.76 -0.89
C 1.069 0.627 -0.507 -0.13 -0.02 -0.10
C 2.523 0.421 -0.072 0.20 0.43 0.02
C -2.531 -0.621 0.566 -2.76 1.66 0.77
C -3.182 0.603 0.182 0.35 -0.28 -0.14
H 0.487 1.353 0.066 0.06 -0.12 -0.10
H 0.894 0.767 -1.575 -0.01 0.01 0.14
H 2.865 1.001 0.788 -0.06 -0.08 -0.15
H 3.275 0.410 -0.863 -0.11 -0.03 0.12
H -2.127 -0.619 1.580 -0.28 -0.18 -0.11
N -3.703 1.596 -0.109 0.23 -0.35 0.12
O 2.197 -0.942 0.331 -0.49 -0.25 0.44
S -0.276 -1.893 0.054 4.14 -2.32 0.12
S -2.396 -1.900 -0.402 -1.85 0.76 -0.23
```
Positions in Å, forces in eV/Å.

Properties
LUMO energy   -0.9 eV
Relative energy (zero: lowest compared OMol25 entry of this formula, charge and spin)   326.5 kJ/mol
Net charge   0
HOMO-LUMO gap   6.6 eV

---

Entry 2:
Entry from the OMol25 dataset: 6 unconnected molecules or ions with the total composition C15H36O21P2S5 (ωB97M-V with the def2-TZVPD basis set).

```
79
Properties=species:S:1:pos:R:3:forces:R:3
C 4.189 -2.940 2.008 -0.04 -0.01 0.08
C 3.775 -2.702 0.551 -0.01 -0.02 -0.05
C 2.529 -3.484 0.120 0.00 0.02 -0.02
P 0.945 -2.802 0.871 0.41 0.00 -0.07
C -0.103 -4.255 0.523 -0.04 -0.09 -0.12
C -0.117 -5.280 1.660 0.08 0.16 0.00
P -0.889 -1.628 1.827 -0.15 0.07 -0.12
O -1.948 -1.159 0.855 0.06 -0.13 -0.08
H 3.925 -3.949 2.337 0.06 0.00 -0.06
H 5.267 -2.827 2.132 -0.03 0.04 0.00
H 3.711 -2.241 2.695 0.00 -0.02 -0.04
H 4.604 -2.974 -0.107 -0.03 0.01 0.01
H 3.603 -1.630 0.391 0.05 -0.02 -0.01
H 2.651 -4.545 0.369 0.00 0.04 0.06
H 2.410 -3.424 -0.970 -0.02 -0.04 0.03
H 0.896 -1.757 -0.092 -0.07 0.04 0.10
H 1.561 -2.644 2.137 -0.18 -0.06 0.09
H 0.308 -4.709 -0.382 -0.11 0.00 0.00
H -1.122 -3.923 0.317 0.05 0.06 0.03
H 0.861 -5.739 1.810 -0.01 0.00 -0.08
H -0.419 -4.823 2.601 -0.10 -0.01 0.00
H -0.840 -6.056 1.407 0.06 -0.07 0.11
H -0.294 -0.554 2.536 -0.05 -0.04 0.08
H -1.418 -2.361 2.922 0.02 0.04 0.06
O 2.120 -0.080 2.380 0.16 -0.04 0.01
S 2.743 1.201 2.368 -0.07 -0.07 -0.05
O 4.023 1.377 2.949 -0.05 0.00 -0.02
O 1.692 2.242 2.944 -0.01 0.05 0.05
C 1.416 3.284 1.984 0.06 -0.02 -0.04
C 1.620 2.591 0.650 -0.12 0.01 -0.05
O 2.779 1.767 0.882 0.07 0.07 -0.02
H 2.115 4.104 2.128 0.01 -0.02 0.04
H 0.397 3.625 2.141 0.00 -0.04 0.04
H 1.853 3.273 -0.163 0.07 -0.01 0.01
H 0.776 1.953 0.382 -0.01 0.01 0.02
O 1.536 6.231 1.125 -0.04 0.05 -0.06
S 1.177 6.395 -0.239 0.08 -0.05 0.03
O 2.073 5.958 -1.254 -0.06 -0.02 -0.02
O 0.743 7.899 -0.471 -0.01 0.05 -0.01
C -0.584 7.973 -1.035 -0.03 -0.01 -0.04
C -1.274 6.742 -0.476 -0.01 0.03 0.03
O -0.240 5.737 -0.530 -0.03 -0.02 -0.03
H -0.509 7.945 -2.121 0.00 -0.01 0.00
H -1.028 8.909 -0.709 0.02 0.00 0.03
H -2.104 6.393 -1.082 0.03 -0.02 -0.02
H -1.587 6.878 0.559 0.00 0.01 0.00
O 6.278 5.843 -5.967 -0.04 0.01 0.02
S 4.979 6.409 -5.892 0.06 0.03 -0.10
O 4.480 7.208 -6.954 0.00 -0.02 0.05
O 4.858 7.180 -4.502 0.03 0.00 0.03
C 3.730 6.705 -3.748 -0.06 0.02 0.03
C 3.610 5.252 -4.163 0.02 -0.01 0.07
O 3.892 5.287 -5.573 -0.04 -0.03 -0.01
H 2.847 7.282 -4.029 -0.01 -0.02 0.00
H 3.943 6.833 -2.693 0.07 0.02 -0.02
H 2.612 4.846 -4.032 -0.01 0.01 -0.03
H 4.345 4.622 -3.660 0.01 0.01 0.00
O -6.332 -3.140 -3.071 0.03 0.01 0.01
S -5.063 -2.565 -3.354 -0.04 -0.01 -0.06
O -4.752 -2.161 -4.680 0.00 -0.01 0.04
O -3.944 -3.542 -2.785 0.01 -0.03 -0.01
C -3.067 -2.843 -1.876 0.07 0.05 0.04
C -3.954 -1.781 -1.266 0.00 0.01 0.17
O -4.763 -1.346 -2.385 0.01 0.03 -0.03
H -2.241 -2.412 -2.442 0.00 0.01 0.00
H -2.701 -3.559 -1.148 -0.08 -0.03 -0.01
H -3.402 -0.937 -0.872 -0.03 0.01 -0.05
H -4.603 -2.194 -0.494 -0.01 -0.01 -0.01
O -3.711 -5.161 1.085 0.00 0.03 0.02
S -3.828 -5.142 2.501 0.08 0.05 0.08
O -2.887 -4.422 3.283 -0.04 -0.03 -0.02
O -3.937 -6.650 3.002 0.01 -0.05 -0.05
C -5.112 -6.839 3.810 -0.01 0.02 0.04
C -6.100 -5.843 3.232 -0.03 -0.05 -0.04
O -5.282 -4.691 2.959 -0.03 0.03 -0.06
H -4.870 -6.620 4.850 -0.01 0.01 0.00
H -5.425 -7.874 3.702 0.02 0.00 -0.03
H -6.873 -5.538 3.932 0.02 0.03 0.01
H -6.546 -6.198 2.302 0.01 0.00 0.00
```
Positions in Å, forces in eV/Å.

Properties
SMILES string   CCC[PH2](CC)[PH2]=O.O=S1(=O)OCCO1.O=S1(=O)OCCO1.O=S1(=O)OCCO1.O=S1(=O)OCCO1.O=S1(=O)OCCO1
LUMO energy   -0.1 eV
Net charge   0
HOMO-LUMO gap   7.5 eV

---

Entry 3:
Entry from the OMol25 dataset: a molecular structure, C39H43FHfN7O4 at a distorted geometry (ωB97M-V with the def2-TZVPD basis set).

```
95
Properties=species:S:1:pos:R:3:forces:R:3
Hf 1.647 0.022 -1.418 0.89 0.65 1.47
C -5.692 -1.616 -3.053 0.12 -0.15 -0.01
C -4.610 -2.692 -3.030 -0.84 0.02 -0.34
N -3.419 -2.222 -2.330 0.51 0.09 -0.15
C -2.416 -1.728 -3.053 0.13 0.08 -0.03
C -1.239 -1.237 -2.530 0.56 0.16 0.43
C -0.253 -0.659 -3.531 -1.83 -0.36 -1.13
O -0.637 -0.365 -4.633 0.25 -0.07 0.32
O 0.970 -0.521 -3.106 -0.38 -0.62 -1.61
C -1.033 -1.263 -1.129 -1.56 -0.58 -0.93
O 0.039 -0.859 -0.544 -0.02 -0.03 0.34
C -2.145 -1.745 -0.350 0.06 0.00 -0.07
C -2.079 -1.752 1.052 -0.29 -0.11 0.08
C -3.132 -2.166 1.812 0.53 0.17 -0.16
F -2.958 -2.108 3.148 -0.10 -0.05 -0.09
C -4.354 -2.633 1.251 0.32 0.21 -0.46
C -4.397 -2.632 -0.145 -0.14 -0.17 0.02
C -3.338 -2.208 -0.955 0.50 0.16 0.68
N -5.425 -3.012 2.023 -0.23 0.07 0.26
C -6.605 -3.670 1.508 -0.15 -0.06 -0.09
C -7.870 -2.999 2.060 0.02 -0.26 -1.05
N -7.744 -2.760 3.534 -0.30 0.33 0.31
C -6.636 -3.560 4.109 0.69 -0.40 0.28
C -5.322 -3.108 3.479 0.23 0.06 0.35
H -6.572 -1.990 -3.566 -0.09 -0.04 -0.05
H -5.333 -0.744 -3.593 0.01 0.14 -0.07
H -5.977 -1.301 -2.052 -0.04 0.03 0.07
H -4.328 -2.938 -4.055 0.11 -0.04 0.18
H -4.966 -3.613 -2.566 0.16 0.02 -0.02
H -2.529 -1.702 -4.130 -0.11 -0.06 0.02
H -1.174 -1.423 1.539 0.01 0.02 0.09
H -5.286 -2.972 -0.640 -0.09 -0.02 -0.03
H -6.592 -4.733 1.772 -0.02 0.04 -0.13
H -6.658 -3.619 0.425 -0.07 0.01 0.11
H -8.725 -3.647 1.864 -0.02 0.08 0.21
H -8.046 -2.046 1.559 0.01 -0.02 0.21
H -8.630 -2.971 4.007 0.17 0.10 -0.07
H -7.541 -1.768 3.708 -0.16 -0.19 -0.02
H -6.842 -4.617 3.939 -0.12 0.13 -0.03
H -6.582 -3.406 5.187 -0.13 0.07 -0.09
H -4.540 -3.815 3.779 -0.17 0.10 0.07
H -5.058 -2.126 3.886 -0.05 -0.19 0.05
C 5.886 0.497 6.003 0.16 -0.03 0.20
C 4.998 0.615 4.824 -0.32 0.09 -0.44
C 4.797 -0.459 3.952 -0.07 -0.03 -0.04
C 4.022 -0.350 2.818 0.04 0.16 0.04
C 3.837 -1.531 1.929 0.09 -0.24 -0.07
C 3.410 0.909 2.513 0.13 -0.24 0.07
C 2.624 1.096 1.365 0.17 0.46 0.63
O 2.385 0.249 0.452 0.34 0.49 1.45
C 3.610 2.016 3.405 -0.03 -0.15 -0.09
C 3.043 3.370 3.120 -0.04 0.17 0.06
C 4.373 1.835 4.533 0.03 -0.05 -0.06
H 6.010 -0.534 6.326 -0.01 -0.03 0.00
H 5.525 1.099 6.835 -0.01 0.01 0.03
H 6.875 0.880 5.737 0.02 0.00 0.01
H 5.264 -1.405 4.179 0.06 -0.14 0.00
H 4.353 -2.397 2.333 0.02 -0.03 0.02
H 4.228 -1.327 0.929 -0.06 -0.08 0.06
H 2.776 -1.770 1.828 0.06 -0.06 -0.05
H 2.164 2.087 1.242 0.06 -0.18 -0.09
H 1.953 3.364 3.104 -0.06 0.02 -0.03
H 3.402 3.752 2.165 -0.03 0.08 -0.03
H 3.354 4.067 3.893 -0.02 0.06 -0.01
H 4.523 2.661 5.211 0.00 0.14 0.03
N 3.512 -0.805 -1.921 1.04 -0.57 -0.93
C 4.084 -0.924 -2.951 -0.35 0.04 1.14
C 4.819 -0.850 -4.079 -0.07 -0.45 -0.10
C 5.369 0.417 -4.209 0.58 1.39 -0.11
N 5.712 1.521 -4.170 0.34 -0.92 -0.31
C 4.928 -1.865 -5.050 -0.12 0.04 0.17
N 4.985 -2.689 -5.839 0.07 -0.55 -0.50
C 4.446 4.716 -3.565 0.06 0.62 -0.25
N 4.237 3.337 -3.101 0.32 -0.46 -0.25
C 4.448 3.223 -1.653 0.18 -0.09 0.62
C 2.926 2.736 -3.498 -0.68 -0.18 -0.10
C 1.750 3.095 -2.611 0.09 -0.06 0.03
C 1.142 4.339 -2.764 0.17 -0.26 -0.06
C 0.044 4.691 -1.999 -0.07 -0.11 0.10
C -0.453 3.793 -1.071 -0.02 0.01 0.00
C 0.145 2.548 -0.924 0.25 -0.26 0.17
C 1.268 2.152 -1.678 -0.24 1.02 -0.32
H 5.467 5.021 -3.343 0.00 -0.10 0.07
H 3.763 5.406 -3.072 -0.04 -0.11 0.06
H 4.303 4.777 -4.642 -0.04 -0.13 -0.01
H 4.987 2.703 -3.603 -0.73 0.77 0.49
H 3.753 3.881 -1.129 0.05 -0.07 -0.07
H 5.469 3.505 -1.399 -0.02 -0.04 -0.13
H 4.269 2.189 -1.335 0.10 0.17 -0.11
H 3.048 1.641 -3.482 0.17 0.37 -0.14
H 2.716 3.038 -4.526 0.19 -0.09 0.02
H 1.502 5.029 -3.512 0.04 0.07 -0.11
H -0.431 5.648 -2.145 -0.04 0.10 0.02
H -1.315 4.058 -0.478 -0.09 0.00 0.09
H -0.272 1.864 -0.178 -0.03 0.11 -0.10
```
Positions in Å, forces in eV/Å.

Properties
LUMO energy   -7.5 eV
Relative energy (zero: lowest compared OMol25 entry of this formula, charge and spin)   87.1 kJ/mol
Net charge   +3
HOMO-LUMO gap   7.5 eV

---

Entry 4:
Entry from the OMol25 dataset: 2 unconnected molecules or ions with the total composition C5H8O (ωB97M-V with the def2-TZVPD basis set).

```
14
Properties=species:S:1:pos:R:3:forces:R:3
C 2.736 0.019 -0.296 -0.09 -0.03 -0.01
C 1.514 -0.453 -0.227 -0.14 -0.02 -0.05
C 0.295 -0.821 -0.244 0.12 0.11 -0.08
C -1.009 -0.985 -0.276 0.15 0.03 0.04
C -1.923 -0.258 0.678 -0.20 -0.12 -0.19
O -1.248 0.590 1.568 0.14 -0.09 0.16
H 3.069 0.805 0.376 -0.04 -0.14 -0.02
H 3.437 -0.329 -1.048 -0.07 -0.04 0.09
H -1.478 -1.633 -1.014 0.09 0.00 0.11
H -2.602 0.375 0.094 0.04 -0.09 0.06
H -2.550 -0.992 1.212 0.10 0.08 -0.07
H -0.449 0.128 1.857 -0.06 0.16 0.00
H 0.437 1.844 -1.492 -0.12 0.05 0.00
H -0.229 1.712 -1.186 0.09 0.09 -0.06
```
Positions in Å, forces in eV/Å.

Properties
SMILES string   C=C=C=CCO.[H][H]
LUMO energy   0.4 eV
Relative energy (zero: lowest compared OMol25 entry of this formula, charge and spin)   389.5 kJ/mol
Net charge   0
HOMO-LUMO gap   9.4 eV

---

Entry 5:
Entry from the OMol25 dataset: a molecular structure, C38H49As2GeN4O3S2SiTi (ωB97M-V with the def2-TZVPD basis set).

```
101
Properties=species:S:1:pos:R:3:forces:R:3
Ti -0.012 0.753 -0.145 -0.34 0.80 0.25
C 0.707 3.061 3.052 0.01 0.01 -0.04
As 0.997 1.319 2.260 -0.01 0.05 0.00
C 0.195 0.127 3.557 -0.02 -0.03 -0.06
C 2.902 1.032 2.387 0.01 -0.07 -0.16
C 3.553 1.023 3.614 -0.01 0.01 0.01
C 4.905 0.713 3.678 0.00 0.00 -0.03
C 5.603 0.413 2.517 -0.02 0.01 0.03
C 4.962 0.441 1.285 0.02 0.01 -0.03
C 3.611 0.749 1.217 -0.14 0.10 0.15
As 2.672 0.891 -0.465 -0.12 -0.26 -0.01
C 3.707 -0.133 -1.735 0.04 -0.06 0.01
C 3.093 2.719 -0.956 -0.01 -0.01 -0.06
H 1.142 3.090 4.049 0.01 -0.03 0.00
H -0.365 3.235 3.111 0.01 0.02 0.02
H 1.166 3.826 2.429 -0.02 0.01 0.01
H 0.709 0.198 4.514 0.02 0.02 -0.01
H 0.245 -0.891 3.175 -0.01 0.00 0.03
H -0.848 0.416 3.682 -0.01 -0.01 0.00
H 3.010 1.246 4.525 0.02 -0.01 0.01
H 5.410 0.699 4.634 0.00 0.00 0.00
H 6.654 0.162 2.569 0.00 0.00 -0.01
H 5.522 0.215 0.387 0.02 0.00 0.01
H 4.713 0.270 -1.830 0.00 0.01 0.01
H 3.211 -0.073 -2.704 0.02 -0.01 0.00
H 3.753 -1.170 -1.408 0.02 0.01 -0.02
H 4.132 2.935 -0.715 0.01 -0.04 0.01
H 2.440 3.395 -0.407 0.02 0.02 0.01
H 2.929 2.855 -2.024 -0.02 0.01 0.01
O -4.665 -1.405 2.018 0.01 0.00 0.00
C -3.742 -2.382 2.047 0.00 0.01 -0.01
C -4.154 -3.646 2.469 -0.03 -0.01 0.01
C -3.252 -4.687 2.534 -0.01 0.01 -0.01
C -1.914 -4.503 2.176 0.00 0.02 0.00
C -1.503 -3.266 1.733 -0.01 -0.03 0.03
C -2.407 -2.194 1.653 0.08 -0.05 -0.06
C -1.926 -0.913 1.154 0.11 0.02 -0.01
O -0.777 -0.886 0.490 0.11 0.11 -0.17
N -2.584 0.183 1.354 0.07 0.06 -0.03
N -1.886 1.289 0.862 0.10 -0.22 -0.20
C -2.554 2.395 0.991 -0.10 -0.01 0.22
S -4.160 2.398 1.649 0.02 0.01 0.00
C -4.454 4.159 1.326 -0.02 -0.02 0.00
C -3.140 4.888 1.496 0.02 0.02 -0.02
S -1.872 3.941 0.604 0.06 0.00 -0.09
H -4.228 -0.559 1.807 -0.02 -0.03 0.00
H -5.188 -3.776 2.756 0.00 -0.01 0.00
H -3.588 -5.656 2.878 0.00 0.00 0.00
H -1.209 -5.319 2.256 0.00 0.00 0.00
H -0.470 -3.093 1.457 0.01 0.01 0.01
H -5.196 4.501 2.046 0.00 0.01 -0.01
H -4.853 4.272 0.319 0.00 0.01 0.00
H -2.852 4.962 2.544 0.00 0.00 0.00
H -3.165 5.884 1.058 -0.01 0.00 0.01
Ge -0.178 -0.985 -2.498 0.10 -0.06 -0.07
C 0.565 -2.717 -2.230 -0.06 0.00 0.01
C -0.057 -3.683 -1.433 0.06 -0.05 -0.06
C 0.452 -4.971 -1.388 -0.02 0.02 0.02
C 1.579 -5.302 -2.133 0.01 0.00 0.00
C 2.205 -4.348 -2.926 0.01 0.03 0.00
C 1.701 -3.055 -2.976 -0.02 -0.02 0.03
C -2.053 -0.651 -2.517 0.00 -0.03 0.05
C -2.526 0.280 -3.447 0.02 -0.02 0.03
C -3.889 0.464 -3.612 0.00 0.00 -0.01
C -4.783 -0.264 -2.839 -0.01 0.01 -0.02
C -4.323 -1.191 -1.910 0.02 -0.02 0.03
C -2.963 -1.391 -1.751 -0.02 0.05 -0.06
H 0.614 -0.147 -3.500 0.01 -0.03 -0.02
H -0.931 -3.440 -0.848 -0.01 0.01 0.02
H -0.034 -5.719 -0.776 0.00 0.00 0.00
H 1.966 -6.312 -2.104 0.00 0.00 0.00
H 3.073 -4.613 -3.515 0.00 0.00 0.01
H 2.176 -2.320 -3.615 0.02 0.00 0.00
H -1.829 0.851 -4.051 -0.02 0.00 0.00
H -4.253 1.175 -4.342 0.00 0.00 0.00
H -5.847 -0.115 -2.966 0.00 0.00 0.00
H -5.024 -1.760 -1.314 0.00 0.00 0.00
H -2.619 -2.129 -1.042 0.00 -0.03 0.04
N 2.670 -2.984 0.396 -0.04 -0.04 -0.05
C 3.333 -3.935 1.083 -0.01 -0.02 0.00
C 3.345 -3.534 2.396 0.02 0.03 0.00
C 2.653 -2.312 2.393 0.01 -0.01 0.01
N 2.234 -1.981 1.177 0.00 -0.02 0.01
H 2.407 -3.009 -0.576 0.01 -0.01 0.00
H 3.739 -4.806 0.596 -0.01 0.00 -0.01
H 3.789 -4.043 3.233 0.01 0.00 0.00
H 2.465 -1.662 3.232 -0.01 0.01 -0.01
C 0.458 4.894 -1.989 0.05 0.00 0.03
Si -0.320 3.285 -2.510 0.02 0.19 -0.22
C -2.134 3.517 -2.879 -0.02 0.04 0.03
C 0.640 2.641 -3.982 -0.05 -0.01 0.00
O -0.160 2.133 -1.286 0.05 -0.52 0.38
H 0.129 5.667 -2.690 -0.01 -0.01 0.00
H 1.546 4.860 -2.048 0.00 0.02 0.02
H 0.178 5.223 -0.989 -0.01 0.00 0.02
H -2.334 3.439 -3.950 -0.01 -0.01 0.01
H -2.465 4.505 -2.556 0.00 0.01 0.00
H -2.743 2.774 -2.362 -0.02 0.02 -0.02
H 1.105 3.478 -4.508 -0.02 0.00 -0.02
H 0.018 2.115 -4.709 0.04 -0.04 0.01
H 1.443 1.968 -3.671 0.02 0.02 -0.03
```
Positions in Å, forces in eV/Å.

Properties
LUMO energy (alpha / beta)   -6.5 / -7.3 eV
Relative energy (zero: lowest compared OMol25 entry of this formula, charge and spin)   153.5 kJ/mol
Net charge   +2
Multiplicity   2
HOMO-LUMO gap (alpha / beta)   6.3 / 5.5 eV